Entry from OMol25: C24H17HfN2O5S2 as an isolated structure (ωB97M-V/def2-TZVPD).

The geometry in XYZ format:
```
51
Properties=species:S:1:pos:R:3:forces:R:3
Hf -0.089 -0.144 0.138 0.188 0.124 0.025
O 1.991 -3.687 -0.789 -0.057 0.049 0.111
C 1.143 -2.805 -0.446 0.102 -0.002 0.005
O 1.427 -1.647 -0.053 -0.038 -0.121 -0.031
C -0.301 -3.219 -0.519 -0.069 -0.016 0.024
O -1.096 -2.015 -0.360 0.123 0.049 0.086
C -2.169 -1.803 -1.354 -0.125 0.009 -0.099
C -1.849 -0.557 -2.186 -0.056 0.260 0.041
O -2.528 -0.162 -3.059 -0.003 -0.141 -0.062
O -0.756 0.112 -1.675 0.046 -0.035 0.448
H 2.926 -3.409 -0.708 0.067 -0.031 -0.033
H -0.529 -3.918 0.290 0.006 -0.021 -0.015
H -0.516 -3.695 -1.476 0.026 -0.022 -0.002
H -3.086 -1.634 -0.790 -0.037 -0.028 -0.059
H -2.281 -2.687 -1.977 -0.017 -0.009 0.007
S 2.797 -1.541 6.660 0.086 -0.075 0.080
C 4.443 -1.966 6.577 -0.100 0.009 0.018
C 4.987 -1.695 5.355 0.051 0.062 -0.064
C 4.049 -1.130 4.464 -0.014 -0.142 0.103
C 2.803 -0.996 5.033 -0.053 0.147 -0.175
C 1.615 -0.431 4.411 0.079 -0.026 0.028
C 1.436 -0.537 3.023 -0.018 0.024 0.050
N 0.380 -0.030 2.369 0.026 -0.025 -0.213
C -0.584 0.618 3.098 -0.066 0.017 -0.177
C -0.509 0.758 4.483 0.091 -0.064 0.001
C -1.561 1.462 5.163 -0.068 0.043 0.003
C -2.599 1.993 4.480 0.035 -0.016 0.052
C -2.682 1.871 3.049 -0.028 0.029 -0.086
C -3.711 2.432 2.280 0.055 -0.028 0.019
C -3.729 2.326 0.886 -0.007 0.013 -0.052
C -2.681 1.604 0.302 -0.023 0.020 0.151
N -1.686 1.021 1.011 -0.284 0.115 0.073
C -1.679 1.174 2.381 0.180 -0.179 -0.163
C -4.758 2.928 0.058 0.204 -0.143 -0.065
C -4.879 2.864 -1.315 -0.135 0.039 0.067
C -6.001 3.571 -1.789 0.058 0.041 -0.072
C -6.701 4.171 -0.780 -0.001 -0.070 0.071
S -6.021 3.864 0.745 -0.117 0.122 0.000
C 0.617 0.222 5.129 -0.087 0.018 -0.066
H 4.927 -2.402 7.437 0.003 0.003 0.003
H 6.023 -1.879 5.113 0.001 0.003 0.007
H 4.301 -0.798 3.466 0.010 0.007 -0.002
H 2.182 -1.053 2.431 -0.010 -0.007 0.002
H -1.503 1.567 6.239 0.008 -0.007 0.001
H -3.382 2.529 5.000 -0.004 0.002 -0.005
H -4.500 2.973 2.791 -0.009 0.006 -0.013
H -2.624 1.510 -0.773 -0.028 0.005 -0.022
H -4.207 2.337 -1.979 0.016 -0.007 0.005
H -6.277 3.645 -2.830 -0.001 0.006 0.002
H -7.591 4.776 -0.857 -0.005 -0.003 -0.006
H 0.716 0.339 6.202 0.002 -0.003 0.003
```
Positions in Å, forces in eV/Å.

Results
- LUMO (eV) = -11.33
- total charge = +3
- DFT total energy (a.u.) = -2254.01877
- gap between HOMO and LUMO (eV) = 4.288
- E_HOMO (eV) = -15.61
- M (g mol⁻¹) = 656.0